No. 1
An isolated molecule of C4H5N3. Source: OMol25; level of theory: ωB97M-V/def2-TZVPD.

Results
* DFT total energy: -8696.1786 eV
* HOMO-LUMO gap: 10.9009 eV
* E_HOMO: -10.3320 eV
* energy relative to the best compared isomer or geometry (same formula, charge and spin): 350.6 kJ/mol

Geometry as XYZ:
```
12
Properties=species:S:1:pos:R:3:forces:R:3:mulliken_charge:R:1
C 1.381126 0.112238 -0.947561 -0.77 0.94 0.16 -0.832
N -0.170056 0.564010 -0.628103 1.10 -1.41 -0.21 -0.367
C -0.708121 0.131037 0.664634 1.02 -0.85 0.44 0.403
C -2.159115 0.553172 0.909411 0.03 -0.68 -0.10 0.065
N -3.235528 0.921046 1.146119 1.79 -0.58 -0.45 -0.351
C -0.163341 -1.315189 0.970699 -0.97 -0.18 -1.25 0.232
N 0.475474 -2.277941 0.847474 -0.93 1.21 0.66 -0.474
H 1.839265 0.947706 -0.454464 0.64 0.46 -0.14 0.310
H 1.644451 0.120340 -2.015864 -0.94 0.55 0.23 0.306
H 2.019639 -0.766589 -0.610643 -2.25 0.20 0.36 0.305
H -0.902861 0.455945 -1.341503 1.08 -0.49 0.05 0.278
H -0.169677 0.620710 1.460372 0.21 0.83 0.26 0.124
```
Positions in Å, forces in eV/Å.

No. 2
A cluster of 2 separate species, C2H7NO4 in total. Source: OMol25; level of theory: ωB97M-V/def2-TZVPD.

Results
* DFT total energy: -11860.9914 eV
* HOMO-LUMO gap (spin up / spin down): 8.6306 / 8.6245 eV
* E_HOMO (spin up / spin down): -9.1111 / -9.1068 eV
* energy relative to the best compared isomer or geometry (same formula, charge and spin): 709.1 kJ/mol

Geometry as XYZ:
```
14
Properties=species:S:1:pos:R:3:forces:R:3:mulliken_charge:R:1
C 0.090762 0.541418 0.829441 1.57 2.01 0.57 0.403
C -1.045538 -1.422256 -0.928499 0.30 0.09 -0.11 -0.583
N 1.035108 0.511375 -0.200167 -0.88 -0.92 -1.12 -0.073
O -0.020829 -1.236332 -0.000784 -0.08 0.02 -0.28 -0.637
O 0.524880 1.009132 -1.330731 0.23 -0.28 0.86 -0.246
O 0.853559 2.108272 0.968003 -0.70 -0.82 0.25 -0.626
O 0.471073 -0.019455 1.998748 -0.31 0.15 0.01 -0.517
H 1.280304 1.063788 -1.936066 -0.03 -0.10 0.06 0.402
H 0.131089 -0.930596 1.998249 0.15 0.14 -0.25 0.375
H 1.587105 1.957956 1.584115 -0.19 -0.05 0.01 0.306
H -0.923983 0.870379 0.631797 0.00 -0.25 -0.06 0.437
H -2.020225 -1.057135 -0.570530 0.04 -0.05 0.00 0.267
H -0.834242 -0.906627 -1.879932 -0.03 0.01 0.03 0.235
H -1.129062 -2.489918 -1.163644 -0.07 0.05 0.02 0.257
```
Positions in Å, forces in eV/Å.

No. 3
A structure of composition C26H58CdF12N2O32P2S8. Source: OMol25; level of theory: ωB97M-V/def2-TZVPD.

Results
* DFT total energy: -238837.6931 eV
* HOMO-LUMO gap (spin up / spin down): 8.6804 / 4.7577 eV
* 2S+1: 2
* charge: -1
* E_HOMO (spin up / spin down): -6.9136 / -6.9136 eV

Geometry as XYZ:
```
141
Properties=species:S:1:pos:R:3:forces:R:3:mulliken_spin:R:1
Cd 0.663050 19.456240 -26.295020 1.64 2.30 -1.83 0.026
S 0.203220 17.015640 -25.638070 -1.84 -0.71 -0.88 -0.053
O -0.545410 17.924230 -26.467210 -4.60 -2.59 -2.64 0.047
O -0.664280 16.494900 -24.610000 -1.32 -1.31 2.32 0.573
O 0.589200 15.784950 -26.259870 0.82 -1.73 -0.83 0.417
O 1.225990 17.877380 -25.196920 4.89 -1.50 4.31 -0.009
P 3.261090 21.051350 -24.190590 0.40 1.26 -0.50 0.001
F 2.840320 19.957230 -23.089210 -0.28 0.16 -0.34 0.000
F 2.147250 20.522120 -25.297530 1.63 0.80 1.37 -0.003
F 2.189280 22.099990 -23.646470 -0.90 -0.28 0.43 0.000
F 3.688120 22.205550 -25.282280 0.18 -0.67 -0.64 0.001
F 4.329210 21.729090 -23.230260 1.02 -0.73 0.82 0.000
F 4.311830 19.985970 -24.810320 -0.11 0.50 0.12 0.000
P -1.267670 21.377980 -25.075580 -1.03 1.30 0.48 -0.001
F -2.072900 22.488770 -25.904010 -0.72 -0.36 0.71 0.000
F -2.167540 21.292280 -23.700960 1.31 0.88 -1.20 0.000
F -2.227230 20.231270 -25.690730 0.38 0.16 -0.15 -0.001
F -0.274320 20.154640 -24.528590 -1.21 1.15 2.84 0.006
F -0.256950 21.253630 -26.362480 -1.01 2.81 -1.32 0.000
F -0.314430 22.628880 -24.568610 -0.75 -1.89 0.72 0.000
C 8.891440 25.780610 -26.013750 -0.84 -0.12 -0.65 0.000
C 7.446240 26.193030 -26.400410 1.75 -0.36 0.18 0.001
N 6.735390 25.160330 -27.151220 -1.39 -1.20 1.07 -0.002
C 7.226850 24.798530 -28.501750 -0.69 2.04 -0.13 0.001
C 7.056620 26.072550 -29.446950 0.54 -0.58 0.56 0.000
C 5.250840 25.402270 -27.040440 0.34 1.43 -0.08 0.001
C 4.216900 24.414010 -27.585730 1.76 -0.03 -0.61 -0.001
H 9.402800 25.724590 -26.974720 0.70 0.14 0.27 0.000
H 8.981420 24.806310 -25.533380 -0.24 0.05 0.07 0.000
H 9.270400 26.555890 -25.347850 0.39 -0.09 -0.23 0.000
H 6.977180 26.547390 -25.482520 -0.73 -0.66 -0.13 0.000
H 7.655920 27.124740 -26.925820 -0.57 0.32 -0.68 0.000
H 8.271100 24.487010 -28.477020 0.11 0.29 0.24 0.000
H 6.723800 23.908700 -28.880230 -0.48 0.18 0.12 0.000
H 7.943950 26.694080 -29.326750 0.19 -0.06 -0.24 0.000
H 6.896630 25.888290 -30.509280 0.11 -0.26 0.07 0.000
H 6.257930 26.725920 -29.095820 -0.24 -0.33 -0.03 0.000
H 5.052730 26.315420 -27.601690 -0.14 0.30 -0.15 0.000
H 5.003530 25.752630 -26.038350 0.44 -0.60 0.25 0.000
H 3.183900 24.681060 -27.362800 0.28 0.04 0.19 0.000
H 4.457200 23.385550 -27.316260 -0.29 -0.06 0.07 0.001
H 4.408170 24.567830 -28.647740 -0.67 -0.71 -0.43 0.000
C 3.443900 20.676740 -29.450080 0.26 -0.22 -0.44 0.000
C 2.680070 20.524950 -28.121400 0.70 0.96 0.00 0.000
N 1.395100 19.790700 -28.168100 1.42 0.33 -3.92 0.000
C 0.430140 20.519310 -29.074810 0.05 -0.21 0.86 0.000
C -0.979570 19.932620 -29.027910 0.41 0.08 -0.72 -0.001
C 1.674400 18.448970 -28.776980 0.40 -1.12 2.08 0.001
C 2.749800 17.741490 -27.882070 0.75 -0.03 0.12 0.001
H 3.576160 21.730850 -29.693920 -0.23 -0.10 -0.27 0.000
H 3.021180 20.115130 -30.283150 -0.62 0.54 -0.12 0.000
H 4.439780 20.236670 -29.501700 0.24 0.06 0.90 0.000
H 3.365300 20.115660 -27.379080 -0.36 -0.28 0.03 0.001
H 2.430020 21.509210 -27.725400 0.05 0.11 -0.08 0.000
H 0.916280 20.519010 -30.050400 -0.54 -0.10 -0.31 0.000
H 0.298310 21.563070 -28.789730 0.61 0.02 0.37 0.000
H -0.976000 18.881810 -29.317540 -0.33 0.11 -0.15 0.000
H -1.522320 20.553500 -29.740680 -0.35 -0.39 -0.19 0.000
H -1.507880 20.040840 -28.080660 0.37 0.01 0.09 0.000
H 0.759330 17.863810 -28.685720 -0.01 0.03 -0.26 -0.005
H 1.988010 18.461850 -29.820810 -0.06 0.30 0.06 0.000
H 2.712850 16.654950 -27.803540 -0.36 -0.07 -0.71 0.006
H 3.782040 18.004290 -28.113420 0.00 -0.03 -0.74 -0.001
H 2.770900 17.998620 -26.823040 -0.72 0.44 -0.02 -0.002
C 0.940390 25.957460 -23.919080 0.55 0.02 0.24 0.000
C 2.342850 25.420900 -23.763650 -0.28 -2.50 1.15 -0.001
O 3.234380 26.333050 -24.303600 1.17 3.23 -1.90 0.000
S 2.513540 27.370180 -25.398230 -2.87 -1.52 0.11 0.000
O 2.937790 27.149540 -26.778720 -0.51 0.50 2.97 0.000
O 2.285130 28.704970 -24.889520 1.37 -1.55 -0.44 0.000
O 1.054660 26.580330 -25.172250 0.63 1.49 -2.00 0.000
H 0.703420 26.669550 -23.128590 -0.11 0.21 -0.04 0.000
H 0.154030 25.207330 -24.003030 0.29 -0.11 0.06 0.000
H 2.497290 24.465960 -24.265990 -0.37 -0.06 -0.31 0.001
H 2.657510 25.221970 -22.739190 -0.20 0.36 0.18 0.000
C 3.494430 19.614030 -19.872590 -0.18 -0.20 -1.11 0.000
C 2.608890 20.852350 -19.956830 -0.39 -1.32 0.64 0.000
O 3.491350 21.937550 -19.778290 2.10 1.11 0.97 0.000
S 4.929340 21.544810 -18.966810 -0.66 -0.69 -1.10 0.000
O 5.008120 22.288710 -17.679960 -0.28 -2.52 -3.59 0.000
O 6.046690 21.564950 -19.942690 -2.63 0.41 2.61 0.000
O 4.428520 19.913460 -18.852500 1.53 2.20 1.19 0.000
H 3.971070 19.420330 -20.833530 0.44 0.23 -0.02 0.000
H 3.016350 18.669990 -19.611190 -0.32 0.33 0.32 0.000
H 1.888070 20.760450 -19.144380 -0.01 0.56 0.17 0.000
H 2.055900 20.970870 -20.888640 0.46 0.04 -0.08 0.000
C 4.349540 16.831080 -23.504120 0.62 -1.28 -0.15 -0.001
C 5.075800 16.062550 -24.583230 0.51 -0.70 -0.17 0.000
O 4.769250 14.685360 -24.293130 -0.46 -1.88 -0.34 0.000
S 4.853640 14.346290 -22.719220 -0.66 1.40 0.45 0.000
O 6.219680 14.090150 -22.310100 -1.94 0.31 -0.69 0.000
O 3.795680 13.454060 -22.242500 2.00 1.71 -1.46 0.000
O 4.406700 15.897700 -22.404440 0.21 -0.37 1.65 0.000
H 3.301590 16.972680 -23.768410 0.08 0.31 0.14 -0.001
H 4.904020 17.746610 -23.298070 -0.36 -0.01 0.43 0.000
H 6.164760 16.079550 -24.538730 0.01 0.75 0.10 0.000
H 4.733460 16.299190 -25.590650 -0.06 -0.25 0.07 0.000
C -1.488630 18.839450 -21.536840 -2.81 -0.43 -1.24 0.002
C -0.480130 19.787000 -21.153370 2.32 1.02 -0.32 0.000
O -0.014510 19.365950 -19.887940 -0.34 -1.57 2.26 0.000
S -0.287960 17.720120 -19.612840 1.27 0.57 0.23 0.000
O -1.091570 17.467150 -18.426180 0.77 0.88 -2.24 0.000
O 1.010960 17.043760 -19.650620 -2.56 1.26 -0.57 0.000
O -1.137490 17.591300 -21.006730 1.25 -1.75 1.56 -0.001
H -1.592450 18.760590 -22.619020 0.18 -0.21 0.04 -0.004
H -2.476250 19.100740 -21.156790 -0.09 0.09 0.18 0.000
H -0.830360 20.819210 -21.152140 0.02 -0.10 0.31 0.000
H 0.396060 19.702320 -21.796210 -0.07 0.24 -0.45 0.000
C 8.539840 21.827290 -26.509670 0.44 0.84 -0.35 0.000
C 7.093000 21.651310 -26.144910 -0.87 0.71 0.36 0.001
O 6.809360 20.267090 -26.227640 0.06 -2.44 -0.69 -0.001
S 7.694750 19.474890 -27.335680 1.20 1.11 0.67 0.000
O 7.053750 19.563330 -28.612770 0.26 0.09 0.53 0.000
O 8.193720 18.159340 -26.937950 -1.02 2.93 0.02 0.000
O 8.886440 20.656230 -27.233430 0.17 -2.00 -0.46 0.000
H 9.176400 22.103330 -25.669020 0.25 -1.23 0.45 0.000
H 8.763150 22.686030 -27.142760 -0.71 -0.06 -0.48 0.000
H 6.440120 22.220280 -26.806820 -0.10 -0.10 0.00 0.000
H 6.854690 21.886440 -25.107590 0.11 0.34 -0.13 -0.001
C 5.818150 24.471870 -23.715930 -1.42 2.31 1.59 -0.002
C 5.676190 24.169280 -22.243360 -1.53 -1.90 0.74 0.000
O 6.752210 24.736980 -21.533190 2.86 1.11 -1.00 0.000
S 8.137030 24.758030 -22.530260 -4.02 0.48 -0.03 0.000
O 9.052690 23.719010 -22.164240 -0.79 0.81 -0.74 0.000
O 8.554340 26.133700 -22.682760 -0.29 -1.89 0.08 0.000
O 7.147810 24.291390 -23.868810 5.83 -1.05 -0.25 0.000
H 5.679240 25.541640 -23.872100 -0.77 0.25 -0.06 0.000
H 5.205890 23.938700 -24.443230 0.28 -0.51 0.33 0.002
H 5.762120 23.097240 -22.066040 -0.23 -0.17 -0.29 0.000
H 4.753310 24.469410 -21.747050 0.07 0.37 -0.18 0.000
C 7.286860 19.813810 -22.034870 -0.28 1.28 -0.88 0.001
C 7.939340 19.572550 -23.397460 -0.94 -0.51 -0.52 0.000
O 9.010630 18.735480 -23.097710 2.67 -2.89 0.64 0.000
S 8.608310 17.622330 -21.928540 -2.71 1.46 1.53 0.000
O 9.678600 17.150190 -21.063020 -1.36 1.45 -2.28 0.000
O 7.552590 16.688760 -22.298890 2.15 1.06 -0.60 0.000
O 7.757800 18.843720 -21.196080 1.62 -2.80 2.11 0.000
H 6.198860 19.749210 -22.021570 0.03 0.51 -0.31 -0.001
H 7.691970 20.757420 -21.669350 -0.61 0.19 0.16 0.000
H 8.343880 20.482500 -23.840670 0.02 -0.11 0.08 0.000
H 7.356040 19.017250 -24.131970 -0.54 0.44 0.06 0.000
```
Positions in Å, forces in eV/Å.